[1]
20
Properties=species:S:1:pos:R:3:forces:R:3:mulliken_charge:R:1 method="wB97M-V/def2-TZVPD" gap_ev="6.48 / 6.48" lumo_energy_ha="-0.25351 / -0.25348" energy_ev=-12991.4911 homo_energy_ev="-13.38 / -13.38" charge=+1 e_above_lowest_kcal_mol=168.7 multiplicity=1
C 2.868019 0.696905 -0.936456 -1.0941 -0.5675 0.1365 -0.335
C 3.511756 -0.389031 -0.657815 -1.7046 0.7180 0.3409 0.595
C 1.069174 0.360504 0.510647 -2.5258 -4.3666 5.2544 0.658
C 0.033700 0.119667 1.524176 -0.7513 2.3464 0.4104 -0.173
C -2.977104 -0.248585 -0.897156 -0.3537 -0.9994 1.1950 -1.048
C -1.359285 0.329179 1.035378 -1.4641 0.0585 1.9612 -0.358
C -1.579809 0.129495 -0.475636 0.5397 -0.7197 2.0885 -0.470
N 1.032833 -0.824651 0.994580 1.2262 0.7051 -1.7960 -0.643
O 1.680804 1.154622 -0.202121 3.9716 2.5491 -3.7168 -0.271
O 4.208559 -1.234228 -0.159825 2.0515 2.2238 1.0098 -0.205
H 3.003952 1.154238 -1.899845 0.0723 0.4734 -0.0938 0.387
H 0.032217 0.464534 2.595055 1.0524 -0.5290 -0.9307 0.382
H -2.965165 -1.328722 -1.208817 -0.4337 1.1422 0.1508 0.259
H -3.227234 0.411670 -1.720111 -0.7827 -0.2643 0.0059 0.318
H -3.615804 -0.147257 0.033512 0.0873 0.0012 -1.5634 0.289
H -1.965745 -0.331879 1.734521 0.0675 0.7083 -1.0606 0.374
H -1.541424 1.432017 1.399001 -0.1292 -1.9770 -0.8014 0.237
H -1.376097 1.137262 -0.785208 0.8977 0.0555 -1.3298 0.297
H -0.917485 -0.729678 -0.710123 0.1754 1.1451 -0.6711 0.273
H 4.084139 -2.156057 -0.173749 -0.9024 -2.7032 -0.5898 0.432

***

[2]
68
Properties=species:S:1:pos:R:3:forces:R:3:mulliken_charge:R:1 method="wB97M-V/def2-TZVPD" gap_ev=8.01 lumo_energy_ha=0.02347 energy_ev=-41778.5255 homo_energy_ev=-7.37 charge=0 e_above_lowest_kcal_mol=6.8 multiplicity=1 smiles="Cc1ccc(CN2CCN(CC(=O)NCCCN3CCN(c4ccc(F)cc4)CC3)C2=O)cc1"
C -4.834309 -1.795547 -1.715715 -0.0091 -0.1064 -0.0240 -1.810
C -3.562718 -2.002570 -0.953453 0.0293 0.0262 -0.0246 0.973
C -3.588320 -2.512869 0.338996 0.0389 -0.0176 -0.0099 -0.631
C -2.417002 -2.745799 1.031683 0.0757 -0.0282 -0.0498 -1.016
C -1.182816 -2.471222 0.454219 -0.0148 -0.0323 -0.0491 0.989
C 0.071385 -2.731360 1.254341 0.0158 0.1715 0.1971 -1.846
N 1.291941 -2.593258 0.505755 -0.1680 -0.0769 -0.1173 0.551
C 1.771759 -3.645287 -0.364817 -0.0511 -0.2475 -0.0543 -0.579
C 3.174307 -3.153879 -0.750927 0.0377 -0.0147 -0.3044 -0.624
N 3.446819 -2.165826 0.267149 0.0725 -0.2204 0.0607 0.120
C 4.728224 -1.530519 0.435748 0.1102 0.2409 0.0724 -1.073
C 4.867572 -0.184535 -0.301411 -0.0674 -0.5252 0.2311 0.790
O 5.720633 0.008018 -1.144859 0.2980 0.0025 -0.2372 -0.701
N 3.979777 0.727851 0.113081 -0.3870 0.3234 0.1614 0.074
C 3.952354 2.086639 -0.384061 0.2591 0.1906 -0.2595 -0.607
C 3.609566 3.082587 0.732457 -0.2190 0.0226 -0.1557 -0.982
C 2.276803 3.798633 0.470178 0.1298 -0.0479 0.0758 -0.927
N 1.260128 2.864709 0.034967 -0.1273 0.1941 0.0766 0.757
C 0.726022 2.013697 1.079662 -0.0091 -0.3175 -0.1139 -1.508
C -0.036436 0.883608 0.390624 0.0469 0.0396 0.3687 -0.288
N -1.129586 1.390008 -0.402151 0.4916 -0.0210 -0.1606 0.726
C -2.444008 1.295334 -0.017516 -0.5202 -0.1059 0.1542 0.774
C -2.815214 0.871441 1.267010 0.2308 0.1058 -0.1379 -0.218
C -4.139059 0.698529 1.615138 -0.4050 0.0524 -0.1738 -0.757
C -5.124508 0.969595 0.687529 0.0911 -0.0205 0.0159 0.359
F -6.428896 0.795837 1.024135 0.0663 0.0089 -0.0202 -0.410
C -4.803790 1.408963 -0.582354 -0.2054 -0.0353 0.3009 -0.851
C -3.478197 1.560156 -0.929047 0.1567 0.0550 0.0240 -0.654
C -0.650491 2.338150 -1.378573 -0.0018 0.3884 -0.0286 -0.747
C 0.163934 3.453546 -0.703282 -0.1185 -0.1255 -0.2709 -1.021
C 2.321674 -1.807451 0.940037 0.0993 -0.0524 -0.1206 0.388
O 2.243282 -0.914878 1.769288 -0.0361 0.2787 0.4465 -0.776
C -1.154432 -1.949461 -0.829413 0.0697 -0.0867 0.0851 0.171
C -2.329719 -1.720095 -1.522416 -0.1063 -0.0493 0.0403 -0.596
H -5.630119 -1.462424 -1.054341 -0.1036 0.0616 0.0047 0.349
H -5.149883 -2.733571 -2.174516 -0.0721 -0.0203 -0.0658 0.462
H -4.698302 -1.059749 -2.503954 -0.0511 0.0663 -0.0663 0.346
H -4.538107 -2.730396 0.805324 -0.1265 -0.0074 0.0617 0.389
H -2.456440 -3.144529 2.035679 -0.0191 -0.0650 0.1370 0.429
H 0.136575 -2.012576 2.079669 -0.0044 -0.1370 -0.0525 0.366
H 0.017292 -3.739718 1.691810 0.0332 0.1138 -0.0069 0.601
H 1.113685 -3.768143 -1.227760 0.0927 -0.0395 0.0398 0.308
H 1.811541 -4.601914 0.176136 0.0050 0.0804 -0.0493 0.389
H 3.921022 -3.951900 -0.728276 -0.0908 0.0478 -0.0396 0.354
H 3.185540 -2.696570 -1.748730 -0.0139 -0.0878 0.0649 0.299
H 5.505354 -2.206180 0.073873 -0.0667 0.1297 0.0295 0.371
H 4.877316 -1.345230 1.505037 0.0390 -0.0563 -0.0968 0.387
H 3.285224 0.456418 0.800997 0.1320 -0.1210 -0.0021 0.004
H 4.937280 2.279428 -0.815482 -0.1255 0.0112 0.0405 0.498
H 3.201003 2.169608 -1.176753 0.1834 0.0254 0.0236 0.300
H 3.563428 2.548645 1.682324 0.0637 0.0338 0.0702 0.471
H 4.389736 3.838153 0.825904 0.0285 -0.0162 0.0933 0.419
H 2.423947 4.520788 -0.337574 -0.0432 0.0166 0.0361 0.393
H 1.977125 4.359532 1.372227 -0.0067 0.0410 -0.1039 0.317
H 1.534374 1.586278 1.670330 0.0159 -0.0029 0.0634 0.609
H 0.051582 2.570770 1.755655 0.0502 -0.0177 0.0038 0.258
H -0.384644 0.147690 1.107366 0.0047 -0.0500 -0.0245 0.057
H 0.663716 0.387651 -0.291167 0.0444 -0.0703 0.0931 -0.144
H -2.066909 0.679623 2.018039 0.0991 -0.0162 0.0566 0.426
H -4.409609 0.366011 2.605019 -0.0476 -0.0375 0.1042 0.443
H -5.588653 1.614861 -1.293460 -0.0929 0.0048 -0.0688 0.453
H -3.248454 1.868001 -1.936723 0.0409 0.0001 -0.0946 0.356
H -1.476508 2.788392 -1.924505 0.0253 -0.0610 -0.0118 0.494
H 0.001273 1.813266 -2.087779 -0.0257 0.0859 -0.0525 0.270
H 0.564214 4.117673 -1.473089 -0.0069 0.0104 0.0213 0.518
H -0.506449 4.042346 -0.049197 0.0341 -0.0066 -0.0493 0.245
H -0.208687 -1.711622 -1.291694 0.1419 0.0392 -0.0380 0.216
H -2.285168 -1.313329 -2.522376 -0.0106 0.0759 -0.1196 0.298

***

[3]
45
Properties=species:S:1:pos:R:3:forces:R:3:mulliken_charge:R:1 method="wB97M-V/def2-TZVPD" gap_ev="7.43 / 7.23" lumo_energy_ha="-0.41521 / -0.41918" energy_ev=-105226.0837 homo_energy_ev="-18.73 / -18.64" charge=+3 e_above_lowest_kcal_mol=41.9 multiplicity=2
Ru -0.288081 0.824879 -0.837813 0.0280 0.2727 0.4158 0.157
O -1.788718 4.685986 -2.083582 0.0537 0.0228 0.0381 -0.338
C -1.481445 3.571525 -1.516328 0.1331 0.0307 0.0319 0.512
O -0.904388 2.629605 -2.071682 -0.4455 -0.1663 -0.1531 -0.372
C -1.886796 3.446970 -0.081515 -0.0302 -0.0478 -0.0451 0.375
C -2.529242 4.400021 0.691002 -0.0543 -0.0173 -0.0170 -0.437
C -2.905672 4.038982 1.982117 -0.0053 0.0104 -0.0073 -0.640
C -2.683056 2.740459 2.435365 -0.0278 -0.0275 -0.0346 -0.720
C -2.036683 1.860168 1.583303 0.0475 -0.1219 0.0187 1.039
N -1.615094 2.231171 0.381452 0.2582 0.2236 -0.1310 -0.166
C -1.764152 0.398964 1.753265 0.0807 0.0777 0.1466 0.472
O -2.136047 -0.286983 2.781817 0.0177 0.0240 -0.0634 -0.393
O -1.167797 -0.187623 0.840457 -0.1905 0.0360 -0.1991 -0.264
H -1.518913 4.723370 -3.021240 -0.0155 0.0188 -0.0260 0.437
H -2.741679 5.383941 0.293494 0.0039 0.0013 0.0028 0.549
H -3.401974 4.756875 2.622391 0.0032 0.0014 0.0029 0.497
H -3.019879 2.450388 3.422740 -0.0041 -0.0050 -0.0005 0.307
H -2.627054 0.209692 3.455809 -0.0130 -0.0080 0.0455 0.331
O -0.929273 -3.924773 -4.507278 0.0155 0.0445 -0.0203 -0.444
C -0.907273 -2.947822 -3.637136 0.0003 -0.0183 0.0121 0.984
C -1.750167 -2.856904 -2.514809 -0.0185 0.0067 -0.0073 -0.687
C -1.637947 -1.790984 -1.660225 0.0267 0.0889 -0.1072 -0.553
N -0.737435 -0.812677 -1.893431 0.1979 -0.1673 -0.0117 0.010
C 0.066253 -0.925656 -2.958377 -0.0804 0.0475 0.0235 0.300
Br 1.220411 0.588857 -2.949246 0.0683 0.0594 -0.0247 0.140
C 0.048556 -1.933110 -3.864883 0.0041 0.0735 0.0159 -0.458
H -1.604855 -4.596962 -4.334087 -0.0315 -0.0520 0.0046 0.350
H -2.492263 -3.618140 -2.313356 0.0064 -0.0102 -0.0029 0.403
H -2.263214 -1.689320 -0.786784 0.0051 -0.0108 0.0306 0.544
H 0.712366 -1.973117 -4.717872 0.0055 -0.0117 0.0026 0.530
C 4.357280 -0.623471 1.343224 0.0068 -0.0088 0.0381 -1.537
C 2.994639 -1.326710 1.478158 -0.0831 -0.0030 0.0310 1.803
C 3.024203 -2.731020 0.845429 0.0226 -0.0121 0.0582 -1.551
C 2.535390 -1.384829 2.946731 0.0229 -0.0068 -0.0097 -1.561
C 2.006866 -0.540786 0.735561 0.2160 0.2242 -0.2309 -0.251
N 1.277147 0.099519 0.117994 -0.2506 -0.5865 0.1919 -0.043
H 5.059938 -1.151617 1.987204 0.0230 0.0012 -0.0321 0.406
H 4.311901 0.414495 1.670701 0.0107 -0.0056 0.0234 0.415
H 4.728973 -0.665630 0.320536 -0.0020 0.0171 -0.0043 0.401
H 3.721580 -3.336467 1.423879 0.0096 -0.0014 -0.0221 0.418
H 3.377881 -2.697469 -0.184391 -0.0083 0.0005 -0.0086 0.419
H 2.047607 -3.213701 0.884269 0.0002 -0.0009 0.0137 0.383
H 3.243032 -2.011227 3.488626 -0.0049 0.0089 0.0089 0.430
H 1.545982 -1.832343 3.043155 0.0025 -0.0083 -0.0002 0.395
H 2.539094 -0.396537 3.405365 -0.0047 0.0059 0.0021 0.403